Entry 1:
{"formula": "C24H48N2O9P", "method": "the ωB97M-V functional and the def2-TZVPD basis", "elements": ["C", "C", "C", "C", "C", "O", "N", "C", "C", "C", "N", "C", "C", "C", "C", "C", "O", "C", "P", "C", "C", "O", "H", "H", "H", "H", "H", "H", "H", "H", "H", "H", "H", "H", "H", "H", "H", "H", "H", "H", "H", "H", "H", "H", "H", "H", "H", "H", "H", "H", "H", "H", "H", "H", "C", "C", "O", "C", "O", "O", "C", "H", "H", "H", "H", "H", "H", "H", "H", "C", "C", "O", "C", "O", "O", "C", "H", "H", "H", "H", "H", "H", "H", "H"], "coordinates": [[0.21298, -0.32228, 2.16391], [-0.45383, 0.17952, 1.11862], [0.19126, 0.81289, -0.10287], [-0.26944, 2.29669, -0.22822], [-1.72073, 2.47614, -0.62788], [-1.99202, 3.07032, -1.63730], [-2.71615, 1.93105, 0.23206], [-3.60008, 0.98134, -0.45905], [-3.41414, 2.98099, 0.98669], [-0.30312, 0.11938, -1.38507], [0.62565, -0.96394, -1.88186], [1.53942, -1.45971, -0.78303], [2.36996, -2.64130, -1.30571], [2.20581, -3.86084, -0.37623], [0.90328, -4.60679, -0.68679], [0.27372, -5.33391, 0.52702], [1.12544, -5.40039, 1.66265], [2.36818, -0.26822, -0.35016], [3.48058, -0.65852, 1.11782], [4.13336, 1.02618, 1.45035], [4.94782, -1.54040, 0.43676], [1.59974, 0.88817, 0.00193], [-0.25655, -1.11520, 2.73613], [1.17365, 0.05258, 2.48606], [-1.53650, 0.13375, 1.14279], [-0.02008, 2.85210, 0.67674], [0.32770, 2.72588, -1.03467], [-3.33053, -0.03515, -0.14326], [-3.48777, 1.02018, -1.54316], [-4.63986, 1.11869, -0.17337], [-2.70024, 3.47667, 1.64653], [-4.13892, 2.49725, 1.63936], [-3.90495, 3.70832, 0.33587], [-0.42595, 0.83248, -2.20089], [-1.28079, -0.32257, -1.20053], [0.05185, -1.74763, -2.18810], [1.18995, -0.60759, -2.65150], [0.89521, -1.82535, 0.01606], [1.95926, -2.92849, -2.28146], [3.41252, -2.37880, -1.45981], [2.16441, -3.48519, 0.64863], [3.07423, -4.51319, -0.44139], [0.14920, -3.92297, -1.09457], [1.10491, -5.34506, -1.46616], [-0.62918, -4.81427, 0.84709], [-0.03542, -6.34348, 0.24933], [1.70365, -6.16255, 1.56844], [3.02237, 0.01027, -1.19378], [4.16324, 1.59951, 0.51870], [3.46166, 1.56584, 2.11394], [5.14178, 0.96649, 1.85095], [5.81729, -1.18391, 0.98951], [5.12283, -1.39850, -0.63045], [4.84758, -2.60206, 0.65954], [1.34325, 5.61832, -0.64831], [2.55709, 6.47184, -0.94493], [2.79059, 7.44267, 0.08251], [3.33350, 6.96441, 1.20194], [3.65026, 5.81829, 1.40052], [3.47005, 7.97018, 2.05790], [3.98908, 7.59975, 3.33930], [0.46562, 6.24358, -0.47974], [1.14288, 4.94884, -1.48573], [1.49968, 5.01856, 0.24845], [2.40284, 7.04795, -1.85481], [3.44958, 5.86181, -1.08418], [4.92376, 7.05359, 3.23718], [3.26139, 6.99676, 3.87986], [4.16273, 8.52795, 3.87418], [-6.62303, -5.22590, -2.24072], [-5.53611, -4.25545, -2.64426], [-5.28073, -3.27473, -1.61867], [-4.57040, -3.70080, -0.58171], [-4.08977, -4.79473, -0.44031], [-4.46088, -2.69156, 0.28869], [-3.78290, -3.02966, 1.50283], [-7.52867, -4.68677, -1.96198], [-6.85340, -5.89469, -3.06925], [-6.31515, -5.82829, -1.38756], [-5.84564, -3.67757, -3.51249], [-4.60961, -4.77113, -2.89657], [-2.81178, -3.47651, 1.29874], [-4.38667, -3.71313, 2.09616], [-3.65182, -2.09794, 2.04669]], "homo_lumo_gap_ev": 8.2, "relative_energy_kcal_mol": 29.6, "homo_energy_ev": -11.1, "charge": 1, "e_tot_ev": -56354.90677}


Entry 2:
{"formula": "C7H13N", "method": "the ωB97M-V functional and the def2-TZVPD basis", "elements": ["C", "C", "C", "C", "C", "C", "N", "C", "H", "H", "H", "H", "H", "H", "H", "H", "H", "H", "H", "H", "H"], "coordinates": [[1.46842, -0.94297, 2.05326], [0.84503, -0.34387, 1.21725], [-0.47834, 0.20866, 0.50680], [-1.32935, -0.98088, 0.06132], [-1.24972, 1.07100, 1.50014], [0.03778, 1.07887, -0.67269], [1.29287, 0.68423, -1.25268], [1.25891, -0.48404, -2.11099], [2.08551, -1.50062, 2.70036], [-1.71610, -1.50905, 0.93163], [-0.76018, -1.67462, -0.55089], [-2.17194, -0.62789, -0.53320], [-0.62514, 1.86958, 1.89728], [-1.59946, 0.46016, 2.33060], [-2.11741, 1.51665, 1.01285], [-0.76793, 1.05328, -1.42256], [0.17410, 2.09857, -0.30239], [1.86697, 0.38585, -0.32219], [0.41430, -0.42617, -2.80108], [2.17922, -0.50927, -2.69303], [1.19246, -1.42748, -1.54980]], "smiles": "C#CC(C)(C)CNC", "homo_lumo_gap_ev": 9.6, "relative_energy_kcal_mol": 63.3, "homo_energy_ev": -8.7, "e_tot_ev": -8957.18644}


Entry 3:
{"formula": "C2F3IS", "method": "the ωB97M-V functional and the def2-TZVPD basis", "elements": ["C", "C", "F", "F", "F", "S", "I"], "coordinates": [[2.13024, -0.38114, 0.31709], [-1.69990, 0.07405, 0.16769], [2.73610, -1.00372, -0.68254], [2.61962, 0.79745, 0.14784], [-1.65582, -0.21505, 1.42063], [-0.40511, 0.41364, -0.70905], [-3.72512, 0.31477, -0.66165]], "homo_lumo_gap_ev": [6.6, 6.6], "s2": 2.01, "homo_energy_ev": [-7.0, -10.0], "e_tot_ev": -29156.15295, "multiplicity": 3}


Entry 4:
{"formula": "C53H87B2GeHgN12S6Se", "method": "the ωB97M-V functional and the def2-TZVPD basis", "elements": ["Hg", "C", "C", "C", "C", "N", "N", "B", "N", "N", "C", "C", "C", "C", "C", "S", "C", "C", "C", "C", "N", "N", "C", "C", "C", "C", "C", "S", "C", "C", "C", "C", "C", "S", "C", "C", "C", "C", "H", "H", "H", "H", "H", "H", "H", "H", "H", "H", "H", "H", "H", "H", "H", "H", "H", "H", "H", "H", "H", "H", "H", "H", "H", "H", "H", "H", "H", "H", "H", "H", "H", "H", "H", "H", "H", "H", "H", "C", "C", "C", "C", "N", "C", "C", "N", "B", "N", "C", "C", "N", "C", "S", "C", "C", "C", "C", "N", "C", "C", "N", "C", "S", "C", "C", "C", "C", "C", "S", "H", "H", "H", "H", "H", "H", "H", "H", "H", "H", "H", "H", "H", "H", "H", "H", "H", "H", "H", "H", "H", "H", "H", "H", "H", "H", "H", "H", "H", "H", "H", "H", "H", "H", "C", "Ge", "C", "C", "C", "Se", "C", "H", "H", "H", "H", "H", "H", "H", "H", "H", "H", "H", "H", "H", "H"], "coordinates": [[0.70133, 0.68304, -1.11609], [4.16152, -3.22959, 0.25024], [2.84023, -3.08519, 0.92956], [2.61208, -3.61907, 2.16338], [1.36651, -3.40101, 2.79014], [0.41096, -2.72453, 2.21537], [0.58860, -2.23980, 0.96524], [-0.58340, -1.64645, 0.24620], [-1.05852, -2.47756, -0.97516], [-1.72554, -3.39305, -0.23409], [-2.41600, -4.35178, -0.75588], [-2.45941, -4.49696, -2.16571], [-1.77623, -3.62408, -2.94894], [-1.78667, -3.76670, -4.43500], [-1.03821, -2.52144, -2.35646], [-0.28128, -1.43417, -3.37005], [-3.13564, -5.25162, 0.24029], [-4.05885, -4.37567, 1.10189], [-3.96312, -6.32654, -0.46363], [-2.09232, -5.91618, 1.14734], [-1.66680, -0.90246, 0.92783], [-1.85324, -1.04569, 2.26682], [-2.94357, -0.59024, 2.81038], [-3.97475, 0.00551, 2.04937], [-3.76018, 0.27624, 0.73006], [-4.81556, 0.98522, -0.06606], [-2.52001, -0.11900, 0.17079], [-2.05645, 0.36630, -1.37384], [-3.14608, -0.71978, 4.31416], [-4.37957, -1.59103, 4.58580], [-1.92587, -1.34568, 4.97339], [-3.35464, 0.68551, 4.89927], [1.78698, -2.36267, 0.31361], [1.99329, -1.68515, -1.21446], [1.07977, -3.96589, 4.18075], [-0.26897, -4.69860, 4.15535], [2.15566, -4.94575, 4.65578], [1.03300, -2.79581, 5.17037], [4.82171, -3.87574, 0.82803], [4.62270, -2.24505, 0.14956], [4.04022, -3.63563, -0.75392], [3.38779, -4.18829, 2.65378], [-3.02086, -5.30119, -2.62030], [-2.29124, -4.68666, -4.73033], [-0.76736, -3.76062, -4.81899], [-2.28907, -2.91119, -4.88908], [-4.83037, -3.90478, 0.48815], [-3.48063, -3.59099, 1.59115], [-4.54757, -4.98588, 1.86463], [-4.72545, -5.87920, -1.10461], [-4.46594, -6.94398, 0.28134], [-3.32968, -6.97733, -1.06957], [-1.46657, -5.15537, 1.61146], [-1.45368, -6.59482, 0.57705], [-2.59184, -6.49026, 1.93083], [-4.90760, 0.29810, 2.51232], [-5.76528, 0.45746, 0.03638], [-4.54801, 1.04315, -1.11656], [-4.95537, 1.99703, 0.31805], [-4.26414, -2.57530, 4.12748], [-5.29222, -1.13740, 4.19665], [-4.50530, -1.72380, 5.66190], [-1.69189, -2.29928, 4.50751], [-2.10201, -1.49588, 6.04021], [-1.07193, -0.68322, 4.84623], [-4.25464, 1.15972, 4.50577], [-2.49989, 1.32239, 4.66263], [-3.45052, 0.62582, 5.98520], [-0.18140, -5.62984, 3.59171], [-1.02401, -4.07783, 3.67905], [-0.58513, -4.93841, 5.17253], [2.28950, -5.77650, 3.96007], [1.84332, -5.35792, 5.61637], [3.11541, -4.44919, 4.80976], [0.33704, -2.04690, 4.81011], [2.02198, -2.34309, 5.26935], [0.71222, -3.14112, 6.15575], [6.04088, 1.03119, -4.43852], [4.98231, 0.42688, -3.50987], [5.53983, -0.79812, -2.77868], [3.79215, -0.02798, -4.34609], [4.65230, 1.45458, -2.47822], [5.65146, 1.88308, -1.62446], [5.11661, 2.78794, -0.79222], [3.78954, 2.93917, -1.11733], [2.98574, 3.90147, -0.20336], [2.98558, 3.31061, 1.22363], [2.89004, 4.16311, 2.30068], [2.78703, 3.42503, 3.41649], [2.83105, 2.09181, 3.04596], [2.93688, 2.02639, 1.67780], [3.00402, 0.62291, 0.72093], [2.59573, 0.97911, 4.00233], [2.62566, 1.53503, 5.42643], [3.70012, -0.07815, 3.90347], [1.21021, 0.39691, 3.71682], [1.53607, 4.36614, -0.58611], [1.40089, 5.59063, -1.20719], [0.13938, 6.01899, -1.05084], [-0.54047, 5.07443, -0.30366], [0.32295, 4.02964, -0.07115], [-0.02756, 2.57471, 0.74571], [-1.95492, 5.28305, 0.13254], [-2.15893, 4.94667, 1.61489], [-2.89125, 4.45822, -0.74505], [-2.28625, 6.76844, -0.03267], [3.50950, 2.12203, -2.14839], [1.97055, 2.03811, -2.90677], [6.28003, 0.31644, -5.22610], [6.96148, 1.26797, -3.90425], [5.66508, 1.94354, -4.90379], [5.80227, -1.56594, -3.50695], [4.77501, -1.19843, -2.11222], [6.43115, -0.56367, -2.19708], [4.13818, -0.80403, -5.03113], [3.37061, 0.78764, -4.92586], [3.00958, -0.45241, -3.72192], [6.65501, 1.50401, -1.66101], [5.56896, 3.33674, 0.01462], [3.62187, 4.92426, -0.17236], [2.90979, 5.23160, 2.17477], [2.68285, 3.75193, 4.43266], [3.57271, 2.03672, 5.63304], [2.52680, 0.70223, 6.12101], [1.80047, 2.22415, 5.61188], [4.67891, 0.39520, 4.00692], [3.66712, -0.59460, 2.95164], [3.58086, -0.80771, 4.70675], [0.46801, 1.19736, 3.67403], [0.93834, -0.29969, 4.50760], [1.19352, -0.12706, 2.76094], [2.23242, 6.06364, -1.69849], [-0.31205, 6.92143, -1.41403], [-2.13656, 3.87955, 1.78934], [-3.13054, 5.32937, 1.93340], [-1.38430, 5.41460, 2.22627], [-2.64059, 3.39950, -0.69309], [-2.81149, 4.77890, -1.78415], [-3.92102, 4.59692, -0.40976], [-1.58433, 7.39218, 0.52358], [-3.28527, 6.94049, 0.36427], [-2.29288, 7.06943, -1.08068], [-2.94937, -0.10667, -5.73835], [-2.03114, 1.50638, -6.38187], [-0.13801, 1.05053, -6.67802], [-2.83423, 2.19460, -8.05264], [-2.33411, 2.93334, -5.03031], [-0.82735, 3.24554, -3.82280], [0.29962, 4.20338, -5.08100], [-2.85495, -0.91378, -6.46588], [-4.00864, 0.08112, -5.56074], [-2.48848, -0.42955, -4.80231], [-0.08259, 0.05658, -7.12387], [0.39403, 1.02354, -5.72499], [0.36038, 1.75139, -7.34762], [-2.75815, 1.46059, -8.85590], [-2.32221, 3.10326, -8.37180], [-3.88873, 2.42799, -7.90171], [-3.14773, 2.61283, -4.37656], [-2.61804, 3.88552, -5.48015], [0.46545, 3.59005, -5.96386], [1.24352, 4.38835, -4.57635], [-0.16978, 5.14702, -5.35591]], "homo_lumo_gap_ev": [5.0, 6.4], "relative_energy_kcal_mol": 18.6, "s2": 0.77, "homo_energy_ev": [-5.2, -6.8], "e_tot_ev": -266661.72137, "multiplicity": 2}


Entry 5:
{"formula": "C2H9NOS2", "method": "the ωB97M-V functional and the def2-TZVPD basis", "elements": ["C", "S", "S", "H", "H", "H", "H", "N", "C", "O", "H", "H", "H", "H", "H"], "coordinates": [[-0.10376, 0.39135, -0.71341], [-0.57245, 2.11624, -0.46610], [0.66303, 2.59947, 1.12984], [0.94923, 0.36414, -0.96663], [-0.31080, -0.21652, 0.15750], [-0.67659, -0.09373, -1.50933], [-0.30493, 2.48708, 2.04765], [1.00472, -2.97091, -0.88536], [-0.09393, -3.61699, -0.30321], [-1.05940, -2.68570, 0.26701], [1.60494, -2.47232, -0.24843], [0.94249, -2.50931, -1.77847], [0.27994, -4.19026, 0.54496], [-0.57710, -4.21871, -1.06572], [-1.91624, -3.12111, 0.20626]], "smiles": "CSS.NCO", "homo_lumo_gap_ev": 9.5, "relative_energy_kcal_mol": 10.7, "homo_energy_ev": -8.9, "e_tot_ev": -27427.62971}


Entry 6:
{"formula": "C14H13IrN3O3", "method": "the ωB97M-V functional and the def2-TZVPD basis", "elements": ["Ir", "O", "C", "N", "C", "C", "C", "C", "C", "C", "N", "C", "C", "C", "C", "C", "N", "H", "H", "H", "H", "H", "H", "H", "H", "H", "H", "C", "C", "O", "O", "H", "H", "H"], "coordinates": [[-0.51399, -0.02515, -0.07934], [2.98387, 1.41818, -1.16895], [1.83369, 1.33009, -0.89337], [1.15326, 0.05821, -0.84663], [1.85028, -1.16845, -1.21103], [0.88353, -2.30341, -1.05511], [1.21695, -3.62048, -1.28165], [0.22856, -4.58993, -1.17879], [-1.07044, -4.22126, -0.84925], [-1.34276, -2.89618, -0.60265], [-0.38118, -1.95920, -0.70230], [0.85271, 2.43518, -0.68781], [1.18754, 3.76172, -0.76509], [0.16146, 4.70266, -0.65011], [-1.14118, 4.27155, -0.47825], [-1.40385, 2.90929, -0.40177], [-0.41749, 2.02162, -0.49409], [2.75548, -1.29115, -0.61154], [2.15729, -1.08310, -2.25870], [2.23256, -3.88168, -1.54617], [0.47005, -5.62910, -1.35906], [-1.86205, -4.95261, -0.77521], [-2.32581, -2.55147, -0.31323], [2.21900, 4.04601, -0.92523], [0.38425, 5.75955, -0.70912], [-1.96068, 4.97207, -0.40372], [-2.40698, 2.52675, -0.26339], [-1.26690, -0.09457, 3.86623], [-0.90218, 0.12621, 2.45421], [-1.38738, -0.69105, 1.51321], [-0.16178, 1.00812, 2.01079], [-1.94576, -0.93572, 3.97059], [-1.72453, 0.81598, 4.25553], [-0.35554, -0.26865, 4.44104]], "homo_lumo_gap_ev": [6.8, 7.2], "relative_energy_kcal_mol": 0.0, "s2": 0.77, "homo_energy_ev": [-16.6, -16.9], "charge": 2, "e_tot_ev": -28163.91558, "multiplicity": 2}